# 1
Here is a cluster of 10 separate species, C14H41F7N19O14PS in total from the OMol25 dataset. Energies are from ωB97M-V with the def2-TZVPD basis set.

Structure (XYZ):
```
97
Properties=species:S:1:pos:R:3:forces:R:3
C -2.1204 -0.5065 1.5826 0.9 0.6 0.8
P -1.1911 -0.3473 -0.1231 -2.4 -1.2 -0.4
O -0.3377 -1.8439 -0.4909 -0.2 1.7 2.8
O -0.1033 0.9861 0.1238 5.8 -3.5 1.3
C 1.3212 0.5423 0.1453 0.9 6.1 -6.3
O 2.1045 1.1465 -0.7921 -5.1 -4.7 6.9
N 1.8804 -0.4494 1.1817 1.3 -0.4 -1.7
C 2.9340 -1.3509 0.5839 2.3 -0.5 -3.4
F 4.2384 -0.5988 0.4717 -3.8 -2.4 0.6
F 2.6286 -1.7856 -0.8306 0.6 2.0 4.8
C 3.1209 -2.7910 1.4146 1.2 -2.5 -0.9
F 4.5347 -2.9948 1.8808 -4.6 1.0 -1.4
F 2.8680 -3.9347 0.4596 0.8 3.7 2.9
S 2.4895 0.5734 2.4576 -3.9 10.3 1.2
O 1.2202 1.1091 3.2278 4.7 -3.7 -2.7
O 3.2175 1.8687 1.9443 -1.5 -6.1 1.5
C 3.5579 -0.2741 3.7358 3.6 -1.4 4.9
F 4.9915 -0.4670 3.3093 -5.5 0.4 1.4
F 3.6435 0.6785 4.9062 -0.5 -3.4 -4.6
F 2.9609 -1.5252 4.3136 2.2 4.2 -2.5
H -1.8646 0.4694 2.2208 -0.5 -2.0 -1.4
H -3.2795 -0.4650 1.3822 2.4 -0.3 0.2
H -1.7751 -1.4406 2.1972 -0.8 1.7 -1.1
H -0.0737 -2.3224 0.3486 -0.4 0.6 -1.3
H 2.3249 -2.9204 2.2666 2.0 0.3 -1.5
N 5.4968 -3.2217 -1.3185 -0.5 0.7 1.3
C 5.6232 -3.7721 -2.5395 -0.9 -0.1 -0.6
N 6.8873 -4.0710 -2.8894 1.4 -0.5 -0.8
O 4.6684 -3.9833 -3.2704 0.1 0.0 0.1
H 6.2710 -3.0400 -0.7023 -0.2 0.0 -0.1
H 4.5617 -2.9815 -1.0162 0.4 -0.1 -0.2
H 7.0266 -4.4870 -3.8010 0.0 0.2 0.4
H 7.6863 -3.9045 -2.3013 -0.2 0.0 -0.1
N 2.6130 4.8669 -1.6101 0.3 0.3 1.5
C 2.2800 5.1853 -2.8740 -0.2 -0.8 -0.2
N 2.2382 4.1408 -3.7207 -0.3 -0.1 -0.7
O 2.0354 6.3291 -3.2240 -0.4 0.5 0.5
H 2.8178 3.9311 -1.3028 0.0 0.1 -0.1
H 2.6559 5.6241 -0.9406 0.0 -0.3 -0.3
H 1.9916 4.3369 -4.6820 0.2 -0.3 0.2
H 2.4363 3.1921 -3.4512 0.2 0.0 -0.2
N 4.4335 7.4646 -7.2555 1.0 0.8 -1.4
C 3.7400 6.5495 -6.5547 -0.3 -0.2 0.5
N 3.3155 6.9722 -5.3502 0.0 -0.2 0.0
O 3.5141 5.4266 -6.9775 -0.1 -0.3 -0.2
H 4.6296 8.3941 -6.9243 -0.1 -0.2 0.0
H 4.7713 7.1869 -8.1677 -0.1 0.2 0.4
H 2.7895 6.3141 -4.7902 0.1 0.7 0.1
H 3.4916 7.8929 -4.9849 -0.1 -0.2 0.0
N -3.0406 -3.0580 5.6176 0.2 0.2 1.0
C -3.3737 -2.7397 4.3537 -0.1 1.0 0.6
N -3.4155 -3.7841 3.5069 -0.1 -1.0 -1.5
O -3.6182 -1.5959 4.0036 -0.1 0.1 -0.2
H -2.8358 -3.9938 5.9248 0.1 0.0 0.1
H -2.9977 -2.3009 6.2871 0.0 -0.3 -0.3
H -3.6621 -3.5881 2.5456 0.0 -0.1 0.4
H -3.2173 -4.7329 3.7764 0.0 0.2 0.0
N 0.0019 3.9890 2.1004 1.5 -0.2 0.2
C -1.3371 3.8616 2.1209 -0.3 -0.6 0.3
N -2.0054 4.8999 1.5870 -1.1 0.9 -0.4
O -1.9000 2.8832 2.5862 0.0 -0.1 0.0
H 0.4837 4.7869 1.7217 -0.1 -0.2 0.0
H 0.5428 3.2294 2.4927 -0.1 0.2 -0.1
H -3.0154 4.8441 1.5826 0.4 0.0 0.0
H -1.5595 5.7140 1.1992 -0.1 -0.2 0.1
N 4.5576 1.2504 -2.1224 -0.6 0.2 0.9
C 4.8997 1.3492 -3.4197 -0.5 0.0 -0.3
N 6.2221 1.2768 -3.6559 1.4 0.0 -0.8
O 4.0769 1.4928 -4.3102 -0.2 0.1 0.0
H 5.2206 1.1319 -1.3750 -0.1 0.0 -0.1
H 3.5718 1.3001 -1.9011 0.5 -0.2 0.0
H 6.5223 1.3469 -4.6194 -0.1 0.0 0.4
H 6.9147 1.1588 -2.9360 -0.2 0.0 -0.1
N -1.5100 -6.9288 8.4828 0.3 0.2 1.2
C -1.8431 -6.6104 7.2189 -0.1 0.2 0.0
N -1.8849 -7.6549 6.3722 -0.2 -0.7 -1.2
O -2.0876 -5.4666 6.8689 0.0 0.2 -0.1
H -1.3052 -7.8646 8.7901 0.0 0.2 -0.1
H -1.4671 -6.1716 9.1523 0.0 -0.3 -0.2
H -2.1315 -7.4588 5.4108 0.1 -0.2 0.4
H -1.6867 -8.6036 6.6417 0.0 0.2 0.0
N -7.2155 -0.0565 0.9346 -0.7 -0.3 1.3
C -6.2482 0.3251 0.0811 0.5 0.2 0.0
N -6.6055 0.3005 -1.2156 0.2 0.2 -1.4
O -5.1365 0.6662 0.4532 0.3 0.0 0.1
H -8.1368 -0.3407 0.6473 0.2 0.0 -0.1
H -6.9879 -0.0524 1.9202 -0.1 0.0 -0.4
H -5.9066 0.5805 -1.8912 -0.3 -0.1 0.3
H -7.5159 0.0227 -1.5413 -0.1 -0.1 0.0
N -8.5537 -1.5324 -4.4269 1.2 -0.5 -0.4
C -9.4925 -1.0801 -3.5762 0.1 0.0 0.2
N -10.6748 -0.7929 -4.1499 -1.3 0.4 -0.1
O -9.2881 -0.9417 -2.3805 0.1 0.1 0.4
H -8.7032 -1.6530 -5.4145 0.0 0.0 0.2
H -7.6491 -1.7603 -4.0357 -0.3 0.0 -0.2
H -11.4091 -0.4495 -3.5447 0.3 -0.1 -0.3
H -10.8622 -0.9003 -5.1325 0.1 0.0 0.2
```
Positions in Å, forces in eV/Å.

Results
HOMO: -8.604 eV
E: -111306.140 eV
Kohn-Sham gap: 0.2271 Ha
LUMO level: -0.08914 Ha
SMILES: CP(O)OC(=O)N(C(F)(F)C(F)F)S(=O)(=O)C(F)(F)F.NC(N)=O.NC(N)=O.NC(N)=O.NC(N)=O.NC(N)=O.NC(N)=O.NC(N)=O.NC(N)=O.NC(N)=O

# 2
Here is a cluster of 7 separate species, C14H41FNO11 in total from the OMol25 dataset. Energies are from ωB97M-V with the def2-TZVPD basis set.

Structure (XYZ):
```
68
Properties=species:S:1:pos:R:3:forces:R:3
F 0.0369 0.0537 1.3404 0.0 -0.6 0.5
C -6.8930 5.5453 -2.5289 0.1 -0.2 1.6
C -5.7652 4.8575 -1.6945 0.6 0.2 -1.3
C -5.9108 3.3542 -1.6863 0.6 -0.8 1.7
O -4.8901 2.7382 -0.8554 -1.3 -0.3 -0.3
C -4.9692 1.2980 -0.8227 1.3 0.5 0.0
N -4.4691 5.2501 -2.2867 -0.5 0.0 0.0
H -6.8526 6.5727 -2.1671 -0.3 0.2 -0.5
H -7.8692 5.1321 -2.2751 -0.2 0.1 -0.1
H -6.7504 5.5183 -3.6091 0.2 -0.2 0.1
H -5.6480 5.3436 -0.7260 -1.0 -0.8 0.5
H -5.8718 2.9241 -2.6872 0.1 0.1 -0.3
H -6.8744 3.0939 -1.2483 -0.4 0.0 -0.1
H -4.0839 0.9700 -0.2779 0.3 0.2 -0.3
H -4.9244 0.9086 -1.8398 -0.1 -0.1 -0.1
H -5.7374 0.7750 -0.2531 -1.0 0.8 -0.1
H -4.3738 6.1757 -1.8939 0.8 0.4 -0.4
H -4.7173 5.3868 -3.2561 0.7 0.1 -0.5
C 4.3148 -3.2637 1.3651 -0.4 1.0 0.1
C 5.7870 -3.4530 0.9642 -0.5 0.3 -0.6
O 5.7687 -4.1472 -0.3041 0.1 -0.3 0.6
O 3.6912 -2.2182 0.6092 0.8 -0.2 -0.9
H 4.1493 -2.9626 2.3995 0.6 -0.5 0.4
H 3.7761 -4.1905 1.1675 0.2 -0.3 0.1
H 6.3660 -3.9849 1.7192 -0.4 -0.8 0.0
H 6.3552 -2.5237 0.9225 -0.5 0.4 -0.4
H 6.2913 -3.7424 -1.0003 0.1 0.4 0.4
H 2.9640 -1.8030 1.0787 -0.2 -0.1 0.2
C 0.1218 -2.0638 5.3849 -1.0 -0.1 -0.2
C -1.3703 -2.3615 5.0544 1.2 0.6 0.0
O -1.6484 -2.4707 3.6580 0.2 -0.4 1.0
O 0.4557 -0.7337 4.9821 0.1 -1.1 0.6
H 0.7575 -2.8493 4.9764 0.3 0.1 -0.6
H 0.2574 -2.1681 6.4614 -0.1 0.4 0.2
H -1.8676 -1.4854 5.4705 -0.5 -0.1 0.1
H -1.6691 -3.2720 5.5739 -0.2 -0.1 -0.2
H -1.3077 -1.6676 3.2574 0.0 0.3 -0.7
H 0.2681 -0.6945 4.0415 0.3 0.5 -0.7
C 4.6932 2.6057 1.7647 -2.8 -0.5 0.6
C 3.4448 3.1534 2.5367 -0.1 -0.8 0.5
O 2.7196 4.0980 1.7652 0.6 0.7 -0.5
O 5.6979 3.5430 1.8088 1.4 1.1 -0.6
H 4.2577 2.3949 0.7880 0.5 0.1 -0.5
H 5.0984 1.6615 2.1284 -0.4 -0.1 0.4
H 3.7629 3.6006 3.4785 0.3 0.1 0.1
H 2.6752 2.4267 2.7967 0.5 -0.8 -0.1
H 2.5208 4.8469 2.3320 0.0 0.0 -0.2
H 5.7789 3.9657 0.9507 0.0 0.1 0.1
C 2.4988 -0.6191 -3.8986 1.3 -1.9 0.3
C 3.9582 -0.3283 -4.2681 -1.1 0.6 1.0
O 3.9527 0.9804 -4.7726 0.9 0.8 -1.7
O 2.1844 0.0885 -2.7345 -0.5 1.0 -0.1
H 2.3702 -1.6631 -3.6129 0.1 -0.5 -0.6
H 1.8812 -0.4381 -4.7784 -0.3 0.5 0.4
H 4.3936 -1.0336 -4.9760 -0.1 0.3 -0.3
H 4.5585 -0.3246 -3.3583 0.1 -0.5 0.2
H 3.7089 1.6602 -4.1402 -0.2 -0.5 0.5
H 2.4416 -0.4952 -2.0170 -0.2 0.3 0.4
C -1.1663 -4.2269 -1.2707 -2.1 -0.1 -0.4
C -2.3227 -5.1345 -0.7707 -0.5 -0.1 1.0
O -3.4409 -5.1551 -1.6682 0.7 0.3 -0.2
O -1.5510 -2.8389 -1.2022 0.3 -1.0 0.1
H -1.2417 -4.4262 -2.3396 1.0 -0.1 -0.2
H -0.1975 -4.4601 -0.8289 0.0 0.1 -0.1
H -2.7287 -4.8102 0.1875 0.3 0.5 0.3
H -2.1073 -6.1848 -0.5741 0.7 0.0 -0.4
H -3.4646 -4.2490 -1.9845 -0.4 0.3 -0.2
H -1.2739 -2.4800 -0.3561 0.1 0.4 0.3
```
Positions in Å, forces in eV/Å.

Results
HOMO: -4.544 eV
charge: -1
ΔE to the lowest compared entry with this formula, charge and spin: 94.7 kJ/mol
E: -41908.776 eV
Kohn-Sham gap: 0.2574 Ha
LUMO level: 0.09037 Ha